[1]
Entry from the Open Molecules 2025 dataset: C20H18N2O4S as an isolated structure (ωB97M-V/def2-TZVPD).

```
! wB97M-V def2-TZVPD RIJCOSX def2/J DEFGRID3
* xyz 0 1
C 4.53 -1.04 -3.79
C 4.06 -1.68 -2.51
C 3.00 -1.25 -1.64
C 2.80 -1.87 -0.55
C 3.50 -3.01 -0.32
C 4.70 -3.46 -0.94
C 5.09 -2.76 -2.14
H 5.65 -3.37 -2.74
C 5.37 -4.82 -0.48
H 6.42 -4.55 -0.70
H 5.07 -5.71 -0.82
H 5.27 -5.07 0.63
H 3.28 -3.45 0.64
C 1.78 -1.37 0.38
N 0.96 -0.43 -0.05
N 0.30 -0.14 1.06
C 0.46 -1.02 1.78
S -0.28 -1.39 3.37
C -1.79 -0.23 3.23
H -1.10 0.82 3.22
C -2.43 -0.57 1.80
O -2.32 -1.61 1.54
C -3.00 0.67 1.32
C -3.18 1.93 1.98
C -4.06 2.69 1.24
C -4.22 2.88 -0.15
C -3.85 1.75 -1.00
C -3.40 0.51 -0.03
H -2.98 -0.29 -0.67
H -4.07 1.69 -1.89
O -4.70 3.81 -0.82
C -4.65 5.03 -0.29
C -5.09 4.95 1.28
H -5.04 5.91 1.66
O -4.17 4.08 1.86
H -6.14 4.48 1.43
H -5.37 5.70 -0.82
H -3.42 5.68 -0.06
H -3.13 1.96 2.97
H -2.19 -0.35 4.14
O 1.49 -1.74 1.51
H 2.82 -0.37 -1.89
H 5.70 -1.00 -3.97
H 4.27 -1.71 -4.78
H 4.06 -0.30 -3.93
*
```

## Properties
F_max: 0.3260 hartree/bohr
LUMO level: 0.0 eV
energy: -43021.603 eV
HOMO level: -8.302 eV
molecular weight: 382.44 g mol⁻¹
gap between HOMO and LUMO: 8.33 eV
relative energy (zero: lowest compared OMol25 entry of this formula, charge and spin): 17.629 eV

[2]
Entry from the Open Molecules 2025 dataset: a 2-piece molecular cluster, C3H5ClSi overall (ωB97M-V/def2-TZVPD).

```
! wB97M-V def2-TZVPD RIJCOSX def2/J DEFGRID3
* xyz 0 3
C 2.33 -0.68 1.06
C 1.52 -0.89 0.20
C -1.63 1.46 -0.10
Si 0.09 -1.20 -0.92
Cl -0.62 2.29 1.12
H 3.06 -0.73 1.81
H -2.38 0.99 0.36
H -1.72 2.12 -0.95
H -1.32 -1.53 -0.51
H 0.68 -1.84 -2.07
*
```

## Properties
F_max: 0.0945 hartree/bohr
LUMO level (spin up / spin down): 0.9 / -1.4 eV
energy: -23585.818 eV
HOMO level (spin up / spin down): -7.032 / -10.542 eV
molecular weight: 104.61 g mol⁻¹
gap between HOMO and LUMO (spin up / spin down): 7.94 / 9.13 eV
⟨S²⟩: 2.01
relative energy (zero: lowest compared OMol25 entry of this formula, charge and spin): 0.000 eV

[3]
Entry from the Open Molecules 2025 dataset: one molecule with the formula C6H12O (ωB97M-V/def2-TZVPD).

```
! wB97M-V def2-TZVPD RIJCOSX def2/J DEFGRID3
* xyz 0 1
C -0.04 -1.69 1.89
C -0.43 -1.27 0.48
C 0.59 -0.42 -0.29
C 0.01 0.18 -1.60
C -0.02 1.69 -1.33
C 0.10 1.74 0.19
O 1.00 0.70 0.50
H 0.84 -2.34 1.90
H 0.17 -0.83 2.53
H -0.86 -2.25 2.36
H -0.66 -2.15 -0.13
H -1.37 -0.69 0.55
H 1.49 -0.99 -0.54
H 0.61 -0.06 -2.48
H -0.99 -0.23 -1.79
H -0.91 2.18 -1.71
H 0.86 2.17 -1.77
H 0.50 2.68 0.59
H -0.88 1.57 0.66
*
```

## Properties
F_max: 0.0074 hartree/bohr
LUMO level: 1.1 eV
energy: -8463.897 eV
HOMO level: -9.644 eV
molecular weight: 100.16 g mol⁻¹
gap between HOMO and LUMO: 10.77 eV
relative energy (zero: lowest compared OMol25 entry of this formula, charge and spin): 0.457 eV

[4]
Entry from the Open Molecules 2025 dataset: a 3-piece molecular cluster, C21H38NO7 overall (ωB97M-V/def2-TZVPD).

```
! wB97M-V def2-TZVPD RIJCOSX def2/J DEFGRID3
* xyz 0 2
C -0.16 -0.09 2.68
C -1.63 -0.02 2.24
C -1.94 -0.43 0.80
C -1.37 0.59 -0.19
C -1.60 -1.91 0.44
C -0.17 -2.08 -0.12
C 0.47 -3.50 -0.05
C 0.32 -4.25 -1.38
C 1.98 -3.36 0.21
N -0.09 -4.30 1.08
O 0.55 -4.16 2.18
C -1.56 -4.30 1.29
C -1.85 -5.20 2.51
C -2.33 -4.87 0.10
C -1.96 -2.86 1.59
H 0.54 0.10 1.87
H 0.08 -1.04 3.15
H 0.04 0.68 3.42
H -1.96 1.02 2.35
H -2.24 -0.60 2.93
H -3.03 -0.37 0.70
H -1.52 0.28 -1.22
H -0.32 0.79 0.00
H -1.90 1.53 -0.05
H -2.28 -2.16 -0.37
H 0.52 -1.38 0.32
H -0.22 -1.82 -1.18
H 0.93 -3.75 -2.13
H -0.70 -4.30 -1.73
H 0.69 -5.27 -1.28
H 2.45 -3.05 -0.72
H 2.19 -2.63 0.98
H 2.41 -4.31 0.51
H -1.08 -5.94 2.65
H -2.82 -5.68 2.40
H -1.90 -4.60 3.42
H -1.87 -5.81 -0.22
H -3.35 -5.10 0.40
H -2.36 -4.21 -0.76
H -1.46 -2.58 2.51
H -3.04 -2.84 1.70
C 3.95 0.75 -1.45
C 2.91 1.80 -1.12
C 3.45 3.19 -0.86
O 2.46 3.72 0.04
C 1.90 2.69 0.70
O 1.18 2.80 1.64
O 2.26 1.51 0.14
H 3.53 -0.25 -1.31
H 4.26 0.85 -2.49
H 4.82 0.84 -0.80
H 2.14 1.83 -1.89
H 3.51 3.81 -1.75
H 4.41 3.17 -0.34
C -1.22 6.13 -0.26
C -0.46 6.37 -1.55
C -1.18 5.99 -2.82
O -0.08 5.64 -3.69
C 0.94 5.23 -2.91
O 1.92 4.69 -3.32
O 0.70 5.52 -1.62
H -0.53 6.12 0.58
H -1.95 6.92 -0.11
H -1.73 5.17 -0.29
H -0.11 7.41 -1.60
H -1.77 6.78 -3.27
H -1.80 5.10 -2.69
*
```

## Properties
F_max: 0.0142 hartree/bohr
LUMO level (spin up / spin down): 0.6 / 0.6 eV
energy: -38215.169 eV
HOMO level (spin up / spin down): -7.932 / -9.173 eV
molecular weight: 416.53 g mol⁻¹
gap between HOMO and LUMO (spin up / spin down): 8.52 / 9.76 eV
⟨S²⟩: 0.75

[5]
Entry from the Open Molecules 2025 dataset: one molecule with the formula C5H4Cl2 (ωB97M-V/def2-TZVPD).

```
! wB97M-V def2-TZVPD RIJCOSX def2/J DEFGRID3
* xyz 0 1
Cl -2.92 1.59 -0.99
C -1.85 0.24 -1.16
Cl -2.34 -0.82 -2.42
C -0.07 0.57 -1.02
C -0.34 0.98 0.42
C -1.09 -0.24 -0.01
C 0.09 -0.90 -0.66
H 0.47 0.83 1.12
H -0.89 1.89 0.60
H -0.08 -1.65 -1.42
H 0.92 -1.14 0.00
*
```

## Properties
F_max: 0.0446 hartree/bohr
LUMO level: 0.8 eV
energy: -30290.725 eV
HOMO level: -9.888 eV
molecular weight: 134.99 g mol⁻¹
gap between HOMO and LUMO: 10.69 eV
relative energy (zero: lowest compared OMol25 entry of this formula, charge and spin): 2.918 eV

Question: What is the molecular weight in the fourth record?
Answer: 416.53 g mol⁻¹

Question: Among the records above, which one has the highest energy?
Answer: C6H12O

Question: energy of number 4 (C21H38NO7)?
Answer: -38215.169 eV